## P
DFT (ωB97M-V/def2-TZVPD) results for a cluster of 3 separate species, C6H10O2 in total.

Summary:
gap between HOMO and LUMO = 10.043 eV
highest occupied orbital energy = -9.36 eV
molar mass = 114.1 g mol⁻¹
LUMO level = 0.6854 eV

The geometry in ORCA input format:
```
! RIJCOSX wB97M-V def2-TZVPD def2/J DEFGRID3
* xyz 0 1
C 0.12 0.61 -0.23
C 1.29 -0.07 0.06
C 1.82 0.04 1.36
C 1.06 0.64 2.34
C -0.13 1.31 2.04
C -0.57 1.35 0.73
H -0.30 0.51 -1.22
H 1.75 -0.70 -0.68
H 2.79 -0.41 1.54
H 1.37 0.66 3.38
H -0.70 1.77 2.84
H -1.46 1.89 0.45
H -1.53 -1.41 -0.60
H -1.52 -2.90 -0.96
O -0.99 -2.10 -1.00
H -0.74 -0.05 -3.65
H -1.22 -1.37 -3.07
O -1.54 -0.57 -3.49
*
```

=====

## Q
DFT (ωB97M-V/def2-TZVPD) results for a cluster of 2 separate species, C6H10O2 in total.

Summary:
gap between HOMO and LUMO = 9.191 eV
highest occupied orbital energy = -8.37 eV
molar mass = 114.1 g mol⁻¹
LUMO level = 0.8235 eV

The geometry in ORCA input format:
```
! RIJCOSX wB97M-V def2-TZVPD def2/J DEFGRID3
* xyz 0 1
C 1.37 2.23 -0.41
C 0.39 1.41 0.33
C 4.33 -1.50 -0.02
C -1.31 -1.43 -0.55
C -0.79 -0.85 0.77
C 0.38 0.09 0.30
O 4.48 -0.45 0.37
O 1.39 -0.59 -0.31
H 0.93 3.07 -1.06
H 1.87 1.40 -1.02
H -0.29 2.01 0.92
H 2.06 2.63 0.40
H -0.68 -0.92 -1.35
H -2.30 -1.07 -0.79
H -1.20 -2.55 -0.54
H -1.47 -0.39 1.48
H -0.31 -1.74 1.27
H 1.50 -1.52 0.02
*
```

=====

P has the most favorable energy; the next structure is 0.0683 hartree above.

=====

## P
DFT (ωB97M-V/def2-TZVPD) results for the molecule C6H10O2.

Summary:
gap between HOMO and LUMO = 7.794 eV
highest occupied orbital energy = -8.27 eV
molar mass = 114.1 g mol⁻¹
LUMO level = -0.4794 eV

The geometry in ORCA input format:
```
! RIJCOSX wB97M-V def2-TZVPD def2/J DEFGRID3
* xyz 0 1
C -0.73 -0.72 0.41
C 0.30 -0.74 -0.57
C -0.43 -0.69 1.89
C 1.67 -0.26 -0.28
C -1.02 0.91 -0.17
C -0.32 1.12 -1.78
O -0.60 1.83 0.55
O -0.84 0.89 -2.82
H -1.60 -1.31 0.16
H 0.11 -1.25 -1.50
H -2.05 0.82 -0.55
H 0.52 1.84 -1.63
H 0.15 -1.56 2.20
H 0.13 0.21 2.16
H 2.28 -0.19 -1.18
H -1.36 -0.67 2.47
H 2.16 -0.94 0.43
H 1.62 0.72 0.21
*
```

=====

## Q
DFT (ωB97M-V/def2-TZVPD) results for the molecule C6H10O2.

Summary:
gap between HOMO and LUMO = 10.100 eV
highest occupied orbital energy = -9.26 eV
molar mass = 114.1 g mol⁻¹
LUMO level = 0.8443 eV

The geometry in ORCA input format:
```
! RIJCOSX wB97M-V def2-TZVPD def2/J DEFGRID3
* xyz 0 1
C 1.00 0.26 1.39
C 0.46 -0.48 0.11
C 1.77 -0.53 -0.70
C 0.56 0.59 -0.86
C -1.44 0.68 0.15
C -1.63 -0.78 -0.14
H 2.15 -0.10 1.71
H 0.36 0.30 2.26
H 1.32 1.34 1.17
H 1.95 -1.15 -1.42
H 2.97 -0.34 -0.52
H 0.12 0.26 -1.81
H -2.19 1.12 -0.61
H -1.61 0.97 1.29
H -2.11 -0.90 -1.11
H -2.32 -1.18 0.56
O -0.20 1.61 -0.34
O -0.43 -1.46 0.19
*
```

=====

## R
DFT (ωB97M-V/def2-TZVPD) results for the molecule C6H10O2.

Summary:
gap between HOMO and LUMO = 9.327 eV
highest occupied orbital energy = -8.52 eV
molar mass = 114.1 g mol⁻¹
LUMO level = 0.8097 eV

The geometry in ORCA input format:
```
! RIJCOSX wB97M-V def2-TZVPD def2/J DEFGRID3
* xyz 0 1
C -2.47 -0.66 -0.55
C -1.16 0.74 0.78
C 0.00 1.44 0.68
C 1.22 1.50 -0.18
C 1.96 0.48 -0.44
C 1.88 -0.99 -0.14
H -2.72 0.10 -1.39
H -2.46 -1.70 -0.98
H -3.31 -0.80 0.21
H -1.95 0.76 1.50
H -0.26 2.36 1.26
H 1.49 2.46 -0.61
H 2.92 0.64 -1.06
H 1.30 -1.38 -1.04
H 2.96 -1.65 -0.32
H 0.42 -1.31 1.10
O -1.20 -0.42 0.14
O 1.37 -1.55 1.05
*
```

=====

R has the most favorable energy; the next structure is 0.0056 hartree above.

=====

## P
DFT (ωB97M-V/def2-TZVPD) results for a cluster of 2 separate species, C5H7N3O2 in total.

Summary:
gap between HOMO and LUMO = 8.776 eV
highest occupied orbital energy = -8.46 eV
molar mass = 141.1 g mol⁻¹
LUMO level = 0.3139 eV

The geometry in ORCA input format:
```
! RIJCOSX wB97M-V def2-TZVPD def2/J DEFGRID3
* xyz 0 1
C -2.94 -0.41 -0.80
N -1.95 0.58 -0.45
C -0.65 0.30 -0.28
C 0.49 1.08 -0.17
N 1.56 0.24 -0.29
C 1.09 -0.97 -0.21
O -0.27 -0.99 -0.30
C 1.76 -2.13 0.29
N 2.28 -2.95 0.93
H -2.71 -0.90 -1.75
H -3.02 -1.18 -0.02
H -3.91 0.10 -0.89
H -2.22 1.55 -0.33
H 0.58 2.11 0.15
O 3.67 1.31 1.33
H 3.04 1.10 0.62
H 3.21 1.13 2.17
*
```

=====

## Q
DFT (ωB97M-V/def2-TZVPD) results for the molecule C5H7N3O2.

Summary:
gap between HOMO and LUMO = 8.152 eV
highest occupied orbital energy = -8.32 eV
molar mass = 141.1 g mol⁻¹
LUMO level = -0.1655 eV

The geometry in ORCA input format:
```
! RIJCOSX wB97M-V def2-TZVPD def2/J DEFGRID3
* xyz 0 1
C 0.30 -0.25 -1.20
C 1.22 -0.83 -0.22
C 2.41 -1.22 -0.79
C -1.68 0.36 0.07
C 1.45 -0.79 2.04
N -0.86 0.26 -1.04
N 0.81 -1.18 1.01
N -2.56 1.34 0.00
O -2.90 1.85 -1.33
O -3.15 1.87 0.92
H 0.75 -0.16 -2.23
H 3.25 -1.61 -0.17
H 2.40 -0.99 -1.90
H -1.29 0.12 1.04
H 2.44 -0.28 1.83
H 0.97 -1.10 2.96
H -3.54 2.59 -0.99
*
```

=====

## R
DFT (ωB97M-V/def2-TZVPD) results for the molecule C5H7N3O2.

Summary:
gap between HOMO and LUMO = 9.125 eV
highest occupied orbital energy = -8.67 eV
molar mass = 141.1 g mol⁻¹
LUMO level = 0.4534 eV

The geometry in ORCA input format:
```
! RIJCOSX wB97M-V def2-TZVPD def2/J DEFGRID3
* xyz 0 1
O -1.16 2.41 -0.08
C -1.39 1.08 0.01
C -0.44 0.10 -0.27
C 0.96 0.22 -0.74
C 1.99 -0.39 0.18
N 2.36 0.01 1.32
N -1.06 -1.08 0.00
N -2.33 -0.94 0.38
C -2.55 0.37 0.40
H -1.96 2.90 0.13
H 1.08 -0.25 -1.73
H 1.21 1.28 -0.86
H -0.66 -2.00 -0.09
H -3.51 0.78 0.72
O 2.47 -1.68 -0.14
H 2.01 -2.02 -0.93
H 2.98 -0.79 1.69
*
```

=====

R has the most favorable energy; the next structure is 0.0168 hartree above.

=====

## P
DFT (ωB97M-V/def2-TZVPD) results for the molecule C3H2N2S.

Summary:
gap between HOMO and LUMO = 8.826 eV
highest occupied orbital energy = -8.49 eV
molar mass = 98.1 g mol⁻¹
LUMO level = 0.3361 eV

The geometry in ORCA input format:
```
! RIJCOSX wB97M-V def2-TZVPD def2/J DEFGRID3
* xyz 0 1
C -0.78 0.59 0.33
C 0.27 1.29 0.02
C -0.72 -0.80 0.06
N 1.43 1.49 -0.25
N 0.14 -1.66 -0.09
S -2.37 -0.14 -0.07
H 2.16 1.83 0.35
H -0.13 -2.61 -0.35
*
```

=====

## Q
DFT (ωB97M-V/def2-TZVPD) results for the molecule C3H2N2S.

Summary:
gap between HOMO and LUMO = 7.335 eV
highest occupied orbital energy = -9.46 eV
molar mass = 98.1 g mol⁻¹
LUMO level = -2.1267 eV

The geometry in ORCA input format:
```
! RIJCOSX wB97M-V def2-TZVPD def2/J DEFGRID3
* xyz 0 1
C 1.01 -0.17 -0.06
C -0.01 1.06 -0.02
C -1.03 -0.82 -0.03
H 0.42 2.11 0.18
H -2.00 -1.37 -0.07
N -1.20 0.60 -0.02
N 0.20 -1.31 0.05
S 2.61 -0.10 -0.02
*
```

=====

Q has the most favorable energy; the next structure is 0.0646 hartree above.